# 1
The following is a DFT calculation (wB97M-V/def2-TZVPD) of CH5INP in the gas phase in a non-equilibrium geometry.

Element x y z (Å)
C 0.134 0.801 0.784
N 0.283 -0.437 0.084
P 0.153 -0.371 -1.549
I 1.596 -1.900 1.252
H 1.013 1.472 0.875
H -0.547 1.517 0.111
H -0.388 0.578 1.763
H 1.475 -0.142 -2.271
H 0.061 -1.711 -1.696

Output
- largest force on an atom (eV/Å) = 2.8
- energy above the lowest of the compared OMol25 structures with the same formula, charge and spin (eV) = 3.039


# 2
The following is a DFT calculation (wB97M-V/def2-TZVPD) of a molecular structure, C34H13F15GeN2O2SZn in a non-equilibrium geometry.

Element x y z (Å)
Zn -0.174 -0.529 3.248
N -2.371 -1.014 2.974
N -2.817 -1.040 4.312
C -1.981 -0.545 5.357
O -2.538 -0.381 6.432
O -0.764 -0.384 5.084
H -2.719 -0.205 2.456
H -2.658 -1.866 2.496
H -3.800 -0.833 4.465
F 0.764 5.617 0.388
C -0.564 5.421 0.418
C -1.071 4.147 0.209
C -2.457 4.046 0.142
F -2.984 2.836 -0.143
C -3.310 5.115 0.342
F -4.650 4.968 0.284
C -2.764 6.368 0.623
F -3.570 7.422 0.867
C -1.379 6.521 0.635
F -0.848 7.738 0.870
Ge -0.063 2.397 0.292
S -0.734 1.694 2.178
C 1.887 2.839 0.046
C 2.679 2.464 -1.032
F 2.144 1.756 -2.041
C 4.014 2.815 -1.127
F 4.738 2.479 -2.214
C 4.617 3.537 -0.098
F 5.911 3.904 -0.192
C 3.857 3.897 1.017
F 4.433 4.600 2.010
C 2.525 3.535 1.069
F 1.795 3.887 2.135
C -0.576 1.680 -1.525
C -0.992 0.383 -1.771
F -1.031 -0.476 -0.747
C -1.385 -0.034 -3.035
F -1.804 -1.289 -3.265
C -1.371 0.880 -4.091
F -1.779 0.503 -5.319
C -0.942 2.185 -3.873
F -0.931 3.069 -4.891
C -0.547 2.556 -2.601
F -0.113 3.817 -2.398
C 0.786 -1.926 2.406
C 0.763 -2.759 1.517
C 0.797 -3.695 0.478
C 1.411 -3.245 -0.743
C 2.426 -2.271 -0.698
C 2.975 -1.747 -1.846
C 2.533 -2.165 -3.096
C 1.524 -3.116 -3.163
C 0.970 -3.645 -2.017
C 0.084 -4.920 0.632
C 0.280 -6.026 -0.219
C -0.474 -7.170 -0.088
C -1.436 -7.287 0.907
C -1.603 -6.231 1.797
C -0.854 -5.085 1.676
H 2.770 -1.937 0.271
H 3.761 -1.005 -1.775
H 2.947 -1.738 -4.001
H 1.149 -3.438 -4.127
H 0.142 -4.332 -2.105
H 1.058 -5.988 -0.966
H -0.315 -7.991 -0.776
H -2.029 -8.189 0.993
H -2.350 -6.303 2.581
H -0.992 -4.271 2.376

Output
- largest force on an atom (eV/Å) = 1.1
- charge = -2


# 3
The following is a DFT calculation (wB97M-V/def2-TZVPD) of a gas-phase ion, C5H8N3 (charge +1) in a non-equilibrium geometry.

Element x y z (Å)
C -0.586 1.849 0.168
N -0.482 0.488 -0.020
C 0.761 -0.203 -0.137
C 0.395 -1.666 0.189
N -0.972 -1.651 -0.143
C -1.500 -0.393 -0.011
C -2.911 -0.033 0.021
N -4.065 -0.017 -0.035
H 0.169 2.157 0.802
H -0.317 2.326 -0.831
H -1.685 2.079 0.192
H 1.621 0.112 0.424
H 1.091 0.054 -1.152
H 1.036 -2.381 -0.414
H 0.731 -2.002 1.214
H -1.751 -2.432 -0.004

Output
- largest force on an atom (eV/Å) = 6.4
- charge = +1
- energy above the lowest of the compared OMol25 structures with the same formula, charge and spin (eV) = 2.299


Looking at E_tot for the records above, in order, we have -19995.3888 -199075.2012 -9776.2432 eV.
Looking at molar mass for the records above, in order, we have 188.94 936.53 110.14 g mol⁻¹.
Looking at LUMO level for the records above, in order, we have -1.329 3.651 -5.310 eV.